Below is a molecular structure, C17H14HfN6O6S2, with properties calculated with ωB97M-V/def2-TZVPD.

Structure (ORCA input):
```
! wB97M-V def2-TZVPD RIJCOSX def2/J DEFGRID3
* xyz 2 1
C -3.75 3.78 0.16
C -3.25 0.06 0.55
O 5.39 -2.83 -2.44
O 0.54 -1.83 1.03
C 0.75 -1.69 -1.56
O 0.10 0.68 -4.11
H -2.07 -3.05 0.79
C -3.05 1.50 0.40
C -1.45 3.19 0.18
H 1.20 0.68 4.06
H -0.84 1.01 2.85
H -4.54 4.51 0.08
H 3.74 -3.14 -0.79
C -2.69 -2.16 0.74
C -2.42 4.16 0.09
N 1.36 -2.66 0.53
C 3.26 -2.00 -2.56
O -0.39 0.64 -1.90
H -4.66 -3.10 0.98
O 4.85 -1.64 -4.17
H 4.05 1.73 2.32
C 1.70 -2.40 -0.86
C 2.13 1.10 2.29
S -4.78 -0.69 0.74
N 4.63 -2.18 -3.11
H -0.31 -1.77 -1.28
H -0.39 -0.57 2.80
C -4.07 2.44 0.31
H 3.39 1.41 3.88
N -1.75 1.89 0.34
S 2.02 1.22 0.58
C 0.20 0.19 -3.04
C -4.05 -2.22 0.85
N -0.13 0.37 2.50
H -2.14 5.20 -0.04
C 2.98 -2.60 -1.34
C -2.20 -0.84 0.56
H -0.40 3.45 0.11
N 1.11 0.71 3.05
Hf -0.32 0.18 0.04
C 1.11 -0.97 -2.68
C 2.38 -1.16 -3.22
H -5.10 2.11 0.35
H 2.70 -0.62 -4.11
N 3.27 1.43 2.88
O 1.87 -3.52 1.16
*
```

Values from the calculation:
HOMO-LUMO gap (eV): 6.540
Strongest force on any atom (eV Å⁻¹): 0.2
Highest occupied orbital energy (eV): -14.37
Energy (eV): -62041.527
E_LUMO (hartree): -0.2879
Energy relative to the best compared isomer or geometry (same formula, charge and spin) (kcal/mol): 10.7

These are the natural (NBO) partial charges, in e, on atoms 1 to 5:
1 C -0.076
2 C -0.272
3 O -0.329
4 O -0.498
5 C -0.294